Molecular formula: F24P4Zr
Method: DFT, the ωB97M-V functional and the def2-TZVPD basis

The geometry in XYZ format:
```
29
F24P4Zr the ωB97M-V functional and the def2-TZVPD basis
Zr -0.016 0.175 -0.106
P -0.217 -1.723 -4.244
F 0.765 -2.789 -5.016
F 0.971 -0.743 -3.673
F -0.398 -0.933 -5.654
F -1.113 -0.703 -3.346
F -1.532 -2.622 -4.345
F 0.050 -2.359 -2.764
P 0.842 4.464 0.071
F 0.121 3.477 1.086
F 1.715 3.206 -0.319
F -0.185 3.735 -0.956
F 1.453 5.392 -1.095
F -0.179 5.629 0.499
F 1.847 4.888 1.306
P -3.817 -0.987 1.889
F -5.070 -1.327 0.970
F -3.803 -2.386 2.702
F -2.827 -1.701 0.841
F -2.336 -0.522 2.421
F -3.507 0.322 0.924
F -4.617 -0.053 2.944
P 3.193 -1.874 2.279
F 4.085 -3.256 2.026
F 1.679 -2.436 2.255
F 3.268 -1.934 3.894
F 2.301 -0.493 2.460
F 4.483 -0.921 2.226
F 2.844 -1.525 0.724
```

Energy relative to the best compared isomer or geometry (same formula, charge and spin)   544.3 kcal/mol

---

Molecular formula: C59H79F6N4O6P2
Method: DFT, the ωB97M-V functional and the def2-TZVPD basis

The geometry in XYZ format:
```
156
C59H79F6N4O6P2 the ωB97M-V functional and the def2-TZVPD basis
C -1.133 -1.526 0.571
C -0.028 -1.358 -0.170
C 0.381 0.023 -0.615
C 1.897 0.260 -0.735
C 2.373 0.651 0.701
C 2.057 2.105 1.118
C 3.347 2.931 1.386
P 3.692 3.060 3.149
O 4.874 3.880 3.445
O 2.376 3.767 3.734
C 2.328 5.189 3.497
C 0.870 5.607 3.411
O 3.637 1.618 3.781
C 4.872 1.108 4.342
C 4.923 1.279 5.854
C 2.699 -0.984 -1.119
C 4.201 -0.730 -1.336
N 4.835 -1.828 -2.018
C 5.147 -2.953 -1.143
C 6.411 -2.720 -0.309
N 4.540 0.561 -1.998
C 5.021 0.462 -3.410
C 6.524 0.197 -3.515
C 3.640 1.567 -1.808
N 4.036 2.801 -1.808
C 5.404 3.282 -1.968
C 5.580 4.015 -3.313
C 5.860 5.510 -3.171
C 6.993 5.829 -2.172
C 4.578 6.334 -2.902
N 2.231 1.412 -1.639
P 1.542 1.372 -3.199
O 2.425 1.972 -4.202
O 1.071 -0.091 -3.592
O 0.187 2.172 -3.020
H -1.660 -2.466 0.644
H -1.553 -0.667 1.084
H 0.532 -2.236 -0.462
H -0.176 0.252 -1.520
H 0.012 0.715 0.142
H 1.810 -0.006 1.361
H 3.426 0.426 0.856
H 1.382 2.606 0.430
H 1.529 2.042 2.067
H 3.280 3.934 0.971
H 4.218 2.473 0.917
H 2.821 5.475 2.569
H 2.826 5.725 4.299
H 0.411 5.271 2.485
H 0.834 6.693 3.463
H 0.348 5.185 4.265
H 5.756 1.512 3.861
H 4.865 0.041 4.130
H 4.210 2.021 6.200
H 4.693 0.344 6.358
H 5.925 1.558 6.169
H 2.280 -1.527 -1.965
H 2.632 -1.657 -0.267
H 4.651 -0.702 -0.345
H 4.259 -2.130 -2.792
H 5.304 -3.816 -1.784
H 4.328 -3.227 -0.468
H 7.049 -3.597 -0.291
H 6.175 -2.489 0.730
H 6.957 -1.860 -0.691
H 4.447 -0.253 -3.989
H 4.841 1.430 -3.864
H 6.715 -0.838 -3.780
H 7.030 0.386 -2.573
H 6.966 0.822 -4.287
H 3.324 3.511 -1.706
H 6.121 2.477 -1.872
H 5.584 3.962 -1.136
H 4.684 3.898 -3.922
H 6.390 3.549 -3.873
H 6.218 5.843 -4.145
H 7.626 4.960 -2.016
H 6.562 6.164 -1.230
H 7.577 6.668 -2.538
H 4.549 6.743 -1.896
H 4.526 7.158 -3.609
H 3.702 5.720 -3.113
H 1.662 -0.423 -4.283
H -0.547 1.657 -3.378
F 3.054 -2.054 -4.613
C 2.685 -2.369 -5.896
C 2.723 -1.377 -6.851
C 2.350 -1.695 -8.150
C 1.942 -2.984 -8.460
C 1.910 -3.962 -7.475
C 2.289 -3.657 -6.176
H 3.041 -0.375 -6.585
H 2.379 -0.934 -8.917
H 1.650 -3.227 -9.472
H 1.589 -4.965 -7.717
H 2.278 -4.405 -5.394
F -2.948 -4.083 0.782
C -4.170 -4.320 1.324
C -4.296 -4.328 2.698
C -5.547 -4.565 3.251
C -6.639 -4.800 2.427
C -6.485 -4.788 1.049
C -5.242 -4.541 0.485
H -3.428 -4.152 3.320
H -5.667 -4.567 4.326
H -7.613 -4.989 2.860
H -7.340 -4.973 0.415
H -5.104 -4.519 -0.588
F 3.186 5.736 9.249
C 4.340 5.722 8.553
C 4.414 4.971 7.397
C 5.601 4.960 6.678
C 6.693 5.691 7.128
C 6.597 6.435 8.297
C 5.411 6.457 9.016
H 3.551 4.405 7.068
H 5.666 4.386 5.763
H 7.618 5.679 6.568
H 7.448 7.001 8.650
H 5.313 7.036 9.925
F -9.351 -2.730 4.713
C -9.143 -1.576 4.046
C -8.006 -1.449 3.274
C -7.796 -0.265 2.583
C -8.714 0.772 2.680
C -9.848 0.623 3.465
C -10.072 -0.561 4.153
H -7.301 -2.267 3.217
H -6.913 -0.154 1.967
H -8.545 1.696 2.142
H -10.563 1.431 3.545
H -10.953 -0.701 4.765
F -8.736 -7.065 -0.342
C -8.208 -7.217 -1.574
C -8.414 -6.229 -2.515
C -7.866 -6.387 -3.780
C -7.133 -7.526 -4.087
C -6.943 -8.508 -3.124
C -7.479 -8.355 -1.853
H -8.992 -5.357 -2.258
H -8.012 -5.620 -4.528
H -6.712 -7.649 -5.075
H -6.376 -9.398 -3.361
H -7.337 -9.104 -1.086
F -9.055 -3.754 -0.725
C -10.215 -3.056 -0.738
C -10.736 -2.617 0.462
C -11.921 -1.897 0.449
C -12.567 -1.635 -0.752
C -12.024 -2.090 -1.946
C -10.834 -2.804 -1.945
H -10.219 -2.836 1.387
H -12.340 -1.539 1.380
H -13.493 -1.077 -0.757
H -12.528 -1.891 -2.881
H -10.391 -3.161 -2.865
```

Charge   +1

---

Molecular formula: C9H14O
Method: DFT, the ωB97M-V functional and the def2-TZVPD basis

The geometry in XYZ format:
```
24
C9H14O the ωB97M-V functional and the def2-TZVPD basis
O -0.598 0.006 1.793
C 0.237 -1.042 2.233
C -0.830 2.038 0.578
C 0.124 0.947 1.014
H -0.379 -1.735 2.830
H 1.059 -0.668 2.867
H 0.671 -1.598 1.386
H -1.651 1.612 -0.023
H -1.263 2.542 1.458
H -0.299 2.788 -0.032
H 0.954 1.368 1.614
H 0.567 0.439 0.136
C -0.566 -1.543 -0.607
C -1.258 -0.444 -1.117
C 0.810 -1.657 -0.812
C -0.575 0.541 -1.830
C 1.493 -0.672 -1.525
C 0.801 0.427 -2.035
H -1.104 -2.319 -0.046
H -2.341 -0.355 -0.956
H 1.354 -2.522 -0.411
H -1.120 1.406 -2.231
H 2.575 -0.762 -1.686
H 1.338 1.203 -2.596
```

Energy relative to the best compared isomer or geometry (same formula, charge and spin)   32.5 kcal/mol

---

Molecular formula: C8H8IO4PS
Method: DFT, the ωB97M-V functional and the def2-TZVPD basis

The geometry in XYZ format:
```
23
C8H8IO4PS the ωB97M-V functional and the def2-TZVPD basis
C 3.051 -0.450 0.579
C 1.825 0.431 0.039
C 0.440 -0.342 -0.089
C -0.795 0.367 0.112
P -0.918 2.215 0.476
O -2.378 2.922 -0.119
O 0.335 3.139 -0.246
S -0.999 2.397 2.412
C -2.201 -0.416 0.039
O -3.299 0.146 0.309
C -2.312 -1.970 -0.327
I -4.283 -2.932 -0.455
C -1.102 -2.663 -0.527
C 0.308 -1.905 -0.439
O 1.307 -2.629 -0.713
H 3.703 0.063 1.358
H 2.738 -1.460 1.001
H 3.722 -0.672 -0.334
H 2.110 0.915 -0.959
H 1.682 1.284 0.803
H -2.410 2.642 -1.072
H 0.602 2.694 -1.091
H -1.125 -3.773 -0.757
```

---

Orbital gap / eV: 2.824 7.602 10.095 6.927
LUMO energy / eV: -11.0850 -2.7448 1.0640 -2.1107
HOMO level / eV: -13.91 -10.35 -9.03 -9.04